Entry 1:
Formula: C2H4N4O2
Source: OMol25
Level of theory: ωB97M-V with the def2-TZVPD basis set

Last column: Löwdin charge in e.
Cartesian coordinates (Å):
C  1.084  -0.162  0.095  -0.271
C  0.004  0.881  0.028  -0.368
H  3.056  -0.903  0.181  0.122
H  2.959  0.770  0.482  0.127
H  -1.794  -2.136  0.055  0.300
H  -2.876  0.502  0.629  0.172
N  2.539  0.005  -0.226  0.032
N  0.697  -1.412  -0.160  0.054
N  -0.598  -1.383  0.376  -0.056
N  -0.982  -0.067  -0.118  -0.115
O  -2.473  0.050  -0.245  -0.041
O  0.040  2.131  0.097  0.044

The calculation puts the HOMO energy at -0.3296 hartree. The LUMO energy is -0.16 eV. The energy above the lowest of the compared OMol25 structures with the same formula, charge and spin comes out at 657.29 kJ/mol. The electronic energy comes out at -12186.6753 eV. As for the total charge: 0. For the gap between HOMO and LUMO, the calculation gives 0.3238 Eh. As for the largest force on an atom: 5.88 eV/A.



Entry 2:
Formula: C3H5I3O3
Source: OMol25
Level of theory: ωB97M-V with the def2-TZVPD basis set

Last column: Löwdin charge in e.
Cartesian coordinates (Å):
C  -0.695  0.538  1.780  -0.858
C  -1.078  0.894  0.432  -1.253
C  1.309  -1.010  -1.539  -0.672
O  0.067  -1.407  -1.657  0.077
O  1.894  -0.383  -2.358  0.130
O  1.785  -1.368  -0.260  0.022
I  1.133  1.512  2.270  0.784
I  -2.905  -0.305  -0.128  0.684
I  -1.615  2.967  0.148  0.720
H  -0.561  -0.503  1.820  0.019
H  -1.480  0.879  2.498  0.060
H  -0.267  -1.151  -2.571  0.176
H  -0.427  0.684  -0.299  -0.087
H  2.839  -1.348  -0.135  0.199

The calculation puts the HOMO energy at -0.3342 hartree. The LUMO energy is -0.40 eV. The energy above the lowest of the compared OMol25 structures with the same formula, charge and spin comes out at 0.00 kJ/mol. The electronic energy comes out at -33636.2441 eV. As for the total charge: 0. For the gap between HOMO and LUMO, the calculation gives 0.3195 Eh. As for the largest force on an atom: 4.24 eV/A.